(1)
The following is a DFT calculation (ωB97M-V/def2-TZVPD) of a molecular structure, C23H18AsCl3F6FeN2O4SSi.

Each line ends with the Löwdin spin population.
CARTESIAN COORDINATES (ANGSTROEM)
Fe: -0.53 0.13 0.75  3.746
C: 0.12 -0.02 5.10  0.001
C: 0.52 -0.12 3.65  0.001
O: -0.41 -0.14 2.82  0.042
C: 1.91 -0.15 3.28  0.004
C: 2.90 -0.10 4.28  -0.001
C: 4.23 0.03 3.98  0.004
C: 4.62 0.09 2.64  -0.001
C: 3.70 -0.01 1.63  0.005
C: 2.31 -0.15 1.90  0.005
O: 1.49 -0.29 0.92  0.065
H: -0.97 0.06 5.15  0.000
H: 0.56 0.87 5.56  0.000
H: 0.44 -0.89 5.65  0.000
H: 2.61 -0.17 5.32  0.000
H: 4.97 0.08 4.77  0.000
H: 5.67 0.22 2.39  0.000
H: 4.00 0.02 0.59  0.000
O: -1.95 -1.44 -2.84  0.005
S: -0.86 -1.28 -1.94  0.007
O: -1.20 -1.94 -0.50  0.017
N: -0.31 0.09 -1.55  0.022
C: -0.68 1.32 -2.12  0.001
C: -0.92 1.50 -3.47  0.001
C: -1.24 2.77 -3.98  0.000
C: -1.31 3.86 -3.16  0.000
C: -1.08 3.71 -1.78  0.001
C: -1.20 4.78 -0.86  0.000
C: -1.01 4.57 0.47  0.001
C: -0.69 3.27 0.90  0.003
N: -0.55 2.26 0.08  0.030
C: -0.76 2.44 -1.25  0.003
C: 0.49 -2.32 -2.41  0.000
C: 0.23 -3.38 -3.27  0.000
C: 1.25 -4.27 -3.55  0.000
C: 2.50 -4.09 -2.97  0.001
C: 2.75 -3.01 -2.13  0.000
C: 1.73 -2.11 -1.84  0.000
H: -0.88 0.65 -4.13  0.000
H: -1.43 2.87 -5.04  0.000
H: -1.56 4.84 -3.55  0.000
H: -1.46 5.76 -1.24  0.000
H: -1.12 5.36 1.20  0.000
H: -0.54 3.06 1.95  0.000
H: -0.76 -3.49 -3.69  0.000
H: 1.07 -5.11 -4.20  0.000
H: 3.29 -4.79 -3.18  0.000
H: 3.73 -2.87 -1.70  0.000
H: 1.89 -1.27 -1.17  0.000
Cl: 0.64 -3.70 0.94  0.000
Si: -1.27 -3.34 0.39  0.001
Cl: -2.37 -2.93 1.99  0.001
Cl: -1.94 -4.81 -0.78  0.000
F: -2.61 0.46 0.09  0.029
As: -4.44 0.51 -0.01  0.002
F: -6.15 0.54 -0.08  0.000
F: -4.38 -1.14 -0.53  0.001
F: -4.44 0.00 1.65  0.001
F: -4.25 1.03 -1.64  0.001
F: -4.33 2.16 0.51  0.001

Calculated values
- largest force on an atom (hartree/bohr) = 0.0209
- multiplicity = 5
- highest occupied orbital energy (spin up / spin down) (eV) = -8.342 / -8.381
- LUMO energy (spin up / spin down) (eV) = -0.33 / -0.39
- DFT total energy (eV) = -203134.611

***

(2)
The following is a DFT calculation (ωB97M-V/def2-TZVPD) of a molecular structure, C23H26FeNO3P.

Each line ends with the Löwdin spin population.
CARTESIAN COORDINATES (ANGSTROEM)
C: -0.64 -5.55 -0.46  0.073
C: -0.22 -4.24 -1.05  0.017
O: -1.00 -3.09 -0.49  0.026
P: -1.33 -1.84 -1.39  0.008
C: -0.11 -0.18 -0.89  0.007
C: 1.14 -0.85 -1.18  0.008
N: 2.24 -1.27 -1.28  0.004
O: -1.12 -2.03 -2.84  0.023
O: -2.77 -1.28 -0.93  0.010
C: -3.94 -2.17 -0.83  0.140
C: -5.14 -1.27 -0.60  0.220
H: 0.07 -6.32 -0.77  0.010
H: -0.63 -5.53 0.63  0.011
H: -1.62 -5.86 -0.81  0.029
H: 0.83 -4.02 -0.84  0.002
H: -0.35 -4.26 -2.14  0.005
H: -0.64 0.24 -1.81  0.004
H: -4.06 -2.78 -1.75  0.049
H: -3.77 -2.84 0.03  0.052
H: -6.03 -1.90 -0.49  0.089
H: -5.01 -0.69 0.32  0.021
H: -5.28 -0.59 -1.45  0.027
C: 4.56 3.17 -0.36  0.098
C: 3.35 3.15 -1.14  0.067
C: 3.15 1.78 -1.64  0.085
C: 4.25 0.97 -1.14  0.023
C: 5.12 1.82 -0.34  0.120
Fe: 3.24 1.83 0.32  2.074
C: 3.40 1.10 2.15  0.073
C: 3.04 2.50 2.15  0.033
C: 1.82 2.61 1.38  0.003
C: 1.40 1.28 0.87  0.068
C: 0.10 1.01 0.01  0.017
C: -1.16 1.44 0.76  0.008
C: -2.17 2.03 -0.01  0.017
C: -3.48 1.98 0.47  0.019
C: -3.71 1.50 1.78  0.036
C: -2.64 1.15 2.62  0.041
C: -1.33 1.17 2.12  0.010
C: 2.38 0.37 1.41  0.018
H: 5.03 4.05 0.07  0.089
H: 2.74 4.00 -1.41  0.041
H: 2.39 1.47 -2.34  0.019
H: 4.44 -0.06 -1.40  0.009
H: 6.06 1.52 0.11  0.070
H: 4.26 0.65 2.70  0.020
H: 3.59 3.30 2.68  0.024
H: 1.26 3.54 1.25  0.009
H: 0.24 1.81 -0.73  0.005
H: -1.92 2.45 -0.99  0.011
H: -4.30 2.29 -0.19  0.014
H: -4.75 1.40 2.12  0.026
H: -2.84 0.82 3.64  0.013
H: -0.49 0.92 2.76  0.004
H: 2.36 -0.71 1.34  0.003

Calculated values
- largest force on an atom (hartree/bohr) = 0.0806
- multiplicity = 5
- charge = -2
- highest occupied orbital energy (spin up / spin down) (eV) = 2.544 / -4.097
- LUMO energy (spin up / spin down) (eV) = 4.41 / 4.54
- DFT total energy (eV) = -75574.375

***

(3)
The following is a DFT calculation (ωB97M-V/def2-TZVPD) of a molecular structure, C4H7NO3S.

Each line ends with the Löwdin charge.
CARTESIAN COORDINATES (ANGSTROEM)
C: 0.01 1.41 -0.42  -0.148
C: 0.02 -1.23 -0.56  -0.216
C: -0.60 0.06 -0.08  -0.310
C: -1.84 -0.04 0.63  -0.048
N: 0.74 0.88 0.69  -0.062
O: 2.36 -0.93 1.26  -0.248
O: 2.92 0.71 -0.53  -0.247
O: 1.27 -0.94 -1.03  -0.192
S: 1.97 -0.08 0.17  0.604
H: 0.52 1.37 -1.35  0.100
H: -0.67 2.34 -0.23  0.164
H: 0.10 -1.84 0.26  0.101
H: -0.35 -1.72 -1.47  0.163
H: -2.80 0.25 0.09  0.120
H: -1.78 0.78 1.40  0.111
H: -1.87 -1.01 1.19  0.108

Calculated values
- largest force on an atom (hartree/bohr) = 0.0665
- highest occupied orbital energy (eV) = -10.557
- LUMO energy (eV) = 0.61
- DFT total energy (eV) = -22726.370

***

(4)
The following is a DFT calculation (ωB97M-V/def2-TZVPD) of 7 unconnected molecules or ions with the total composition C23H29BF6O21.

Each line ends with the Löwdin charge.
CARTESIAN COORDINATES (ANGSTROEM)
C: -1.35 1.44 -6.06  -0.078
C: -0.57 0.71 -7.16  -0.144
C: 0.69 0.00 -6.68  -0.494
O: 1.75 0.55 -6.61  0.133
O: 0.60 -1.32 -6.40  0.006
C: -0.60 -1.86 -5.84  -0.190
C: -0.23 -2.75 -4.63  -0.093
B: -0.25 -1.91 -3.30  -0.316
O: -1.32 -1.95 -2.45  0.089
H: -2.13 0.82 -5.63  0.063
H: -0.68 1.75 -5.25  0.086
H: -1.82 2.33 -6.46  0.074
H: -0.20 1.45 -7.87  0.118
H: -1.22 0.02 -7.71  0.118
H: -1.10 -2.46 -6.60  0.113
H: -1.28 -1.07 -5.54  0.097
H: -0.99 -3.54 -4.56  0.104
H: 0.75 -3.19 -4.81  0.111
H: 0.67 -1.20 -2.99  0.096
H: -2.19 -2.00 -2.87  0.107
C: 0.69 -3.08 -0.07  -0.029
C: 0.01 -3.93 0.99  -0.296
O: 1.05 -4.14 1.93  0.136
C: 1.91 -3.10 1.83  -0.560
O: 2.73 -2.83 2.65  0.150
O: 1.68 -2.40 0.71  0.088
F: -0.41 -5.13 0.51  0.084
H: 1.18 -3.71 -0.81  0.151
H: 0.03 -2.37 -0.55  0.115
H: -0.83 -3.44 1.49  0.149
C: 5.41 -1.74 3.97  -0.055
C: 6.13 -0.51 3.44  -0.313
O: 7.17 -0.33 4.38  0.130
C: 7.44 -1.53 4.96  -0.551
O: 8.38 -1.76 5.63  0.183
O: 6.47 -2.42 4.65  0.073
F: 5.34 0.59 3.43  0.071
H: 4.65 -1.44 4.69  0.142
H: 4.97 -2.37 3.21  0.114
H: 6.56 -0.63 2.44  0.173
C: -4.75 -5.31 -7.43  -0.042
C: -3.37 -4.99 -7.97  -0.311
O: -3.20 -3.64 -7.60  0.119
C: -3.98 -3.39 -6.51  -0.552
O: -3.91 -2.41 -5.84  0.174
O: -4.84 -4.41 -6.32  0.078
F: -3.31 -5.09 -9.32  0.084
H: -5.51 -5.05 -8.17  0.147
H: -4.87 -6.33 -7.09  0.141
H: -2.56 -5.58 -7.54  0.174
C: 0.14 -1.64 4.69  -0.034
C: -0.96 -1.42 5.71  -0.297
O: -2.12 -1.36 4.90  0.140
C: -1.88 -2.04 3.75  -0.541
O: -2.69 -2.36 2.95  0.190
O: -0.56 -2.33 3.65  0.053
F: -0.83 -0.24 6.37  0.066
H: 0.51 -0.69 4.31  0.148
H: 0.97 -2.25 5.05  0.143
H: -1.08 -2.21 6.44  0.175
C: -1.64 3.05 5.82  -0.043
C: -0.36 3.43 5.09  -0.313
O: -0.42 4.84 5.11  0.110
C: -1.17 5.23 6.18  -0.544
O: -1.22 6.34 6.58  0.188
O: -1.83 4.17 6.69  0.082
F: -0.35 2.99 3.81  0.075
H: -2.47 2.99 5.12  0.149
H: -1.56 2.13 6.40  0.123
H: 0.56 3.10 5.57  0.174
C: 0.19 8.04 3.83  -0.050
C: -0.77 8.04 2.66  -0.316
O: -0.44 9.23 1.98  0.130
C: 0.86 9.54 2.27  -0.550
O: 1.50 10.35 1.70  0.183
O: 1.30 8.77 3.29  0.074
F: -2.07 8.09 3.05  0.074
H: -0.23 8.58 4.67  0.147
H: 0.51 7.05 4.14  0.122
H: -0.66 7.20 1.97  0.172

Calculated values
- largest force on an atom (hartree/bohr) = 0.0178
- highest occupied orbital energy (eV) = -10.303
- LUMO energy (eV) = 0.02
- SMILES = O=C1OC[C@@H](F)O1.O=C1OC[C@@H](F)O1.O=C1OC[C@@H](F)O1.O=C1OC[C@@H](F)O1.O=C1OC[C@@H](F)O1.O=C1OC[C@@H](F)O1.CCC(=O)OCCBO
- DFT total energy (eV) = -84301.749